A cluster of 5 separate species, C13H40O17P4 in total in a non-equilibrium geometry. Source: OMol25; level of theory: ωB97M-V with the def2-TZVPD basis set.

Computed properties:
* HOMO-LUMO gap: 9.912 eV
* strongest force on any atom: 4.95 eV/A
* ΔE to the lowest compared entry with this formula, charge and spin: 10.4 kcal/mol
* highest occupied orbital energy: -9.55 eV

Atoms and positions in Å:
C -5.631 -5.118 -1.672
O -5.153 -3.840 -1.985
P -3.583 -3.606 -2.325
O -3.132 -4.247 -3.580
O -2.800 -4.021 -0.972
C -3.228 -3.566 0.316
O -3.491 -2.017 -2.357
C -2.292 -1.304 -2.419
H -6.328 -5.551 -2.388
H -6.083 -5.222 -0.686
H -4.759 -5.772 -1.662
H -3.380 -2.488 0.376
H -2.587 -3.855 1.149
H -4.174 -4.024 0.603
H -1.449 -1.984 -2.296
H -2.283 -0.546 -1.636
H -2.055 -0.835 -3.374
C 1.757 -2.168 3.661
O 1.543 -1.791 2.297
P 0.215 -2.063 1.399
O -1.116 -1.955 2.075
O 0.503 -3.590 0.882
C 0.329 -4.780 1.586
O 0.477 -1.102 0.066
C 1.712 -0.977 -0.545
H 2.119 -1.336 4.265
H 2.444 -3.014 3.688
H 0.868 -2.437 4.230
H 0.084 -4.518 2.615
H 1.269 -5.332 1.603
H -0.328 -5.486 1.079
H 1.519 -1.114 -1.609
H 2.452 -1.710 -0.224
H 2.059 0.024 -0.289
C 2.328 1.762 3.062
O 0.895 1.419 3.133
P 0.179 1.635 4.559
O 0.638 0.734 5.624
O -1.426 1.574 4.179
C -1.967 0.270 3.908
O 0.431 3.183 4.870
C 0.170 4.205 3.996
H 2.520 2.594 2.385
H 2.902 0.890 2.749
H 2.717 1.990 4.054
H -2.778 0.122 4.621
H -1.285 -0.535 4.182
H -2.375 0.176 2.901
H -0.384 5.047 4.410
H -0.545 3.845 3.256
H 1.067 4.575 3.498
C 1.210 5.500 -4.268
O 2.353 4.792 -3.951
P 2.171 3.302 -3.366
O 1.321 3.330 -2.127
O 1.635 2.421 -4.625
C 2.425 2.377 -5.812
O 3.754 2.814 -3.085
C 4.090 1.735 -2.234
H 0.416 4.933 -4.752
H 1.528 6.185 -5.054
H 0.935 6.071 -3.381
H 1.807 2.665 -6.663
H 2.669 1.341 -6.046
H 3.311 3.011 -5.812
H 4.736 2.121 -1.445
H 4.538 0.945 -2.837
H 3.243 1.288 -1.712
C -0.116 1.881 0.133
O -0.635 3.169 -0.121
H 0.895 1.969 0.530
H -0.588 1.344 0.956
H -0.083 1.157 -0.681
H -0.198 3.507 -0.906

Atomic partial charges in e from the Löwdin method, atoms 1 to 6:
1. C -0.131
2. O -0.215
3. P 0.427
4. O -0.232
5. O -0.219
6. C -0.096